#w
Here is an isolated ion of composition C5H14N3O and charge +1 from the Open Molecules 2025 dataset. Energies are from wB97M-V/def2-TZVPD.

Atoms and positions in Å:
C  1.89020  -2.19722  0.78727
N  0.66360  -1.51196  0.44891
C  0.37553  -0.84340  -0.63786
N  0.64930  -1.32096  -1.87242
N  -0.64217  0.04829  -0.59493
O  -0.96432  0.52567  -1.82365
C  -0.91789  0.86844  0.55548
C  -2.01724  1.97521  0.19877
C  0.41220  1.57243  1.02280
H  2.62071  -2.22932  -0.05849
H  2.51756  -1.56744  1.51831
H  1.80050  -3.23513  1.01599
H  0.05746  -1.18000  1.22746
H  1.25251  -2.00606  -2.19494
H  0.18481  -0.85522  -2.66226
H  -1.86494  0.25685  -1.97524
H  -1.25660  0.13659  1.30073
H  -1.64229  2.47183  -0.61663
H  -2.83856  1.34158  -0.04298
H  -2.29453  2.57131  0.96938
H  1.16698  0.80148  1.12113
H  0.27931  1.95304  1.99205
H  0.56786  2.42400  0.32110

SMILES string = CNC(=[NH2+])N(O)C(C)C
E_HOMO = -13.87 eV
Charge = +1
HOMO-LUMO gap = 0.39487 hartree

natural (NBO) atomic charge list, values in e, 2 entries: number 1, C, carries -0.441; number 2, N, carries -0.555

---

#x
Here is a 2-piece molecular cluster, C5H14N3O overall from the Open Molecules 2025 dataset. Energies are from wB97M-V/def2-TZVPD.

Atoms and positions in Å:
C  1.40161  -1.16407  -0.07274
C  0.00540  -0.69286  0.39516
C  1.27059  1.11212  -0.44889
C  -0.45713  -1.18782  1.65500
C  1.82463  2.42244  -0.77172
N  0.24481  0.80479  0.29661
N  -0.66733  1.61934  0.83830
N  -2.55474  -1.42892  -1.60781
O  1.98697  -0.08388  -0.75480
H  1.92131  -1.34990  0.78341
H  1.49542  -1.95591  -0.81034
H  -0.76941  -0.90054  -0.38502
H  -1.15634  -0.44105  2.08065
H  0.36471  -1.31659  2.39362
H  -1.08660  -2.13237  1.53084
H  1.34701  3.08979  -0.00654
H  1.51246  2.85783  -1.75236
H  2.81645  2.27528  -0.59129
H  -0.68631  1.26263  1.85439
H  -0.55136  2.61154  0.63008
H  -1.90579  -2.18478  -1.85809
H  -3.16954  -1.36735  -2.47147
H  -3.18682  -1.84972  -0.92697

E_HOMO = -13.49 eV
Charge = +1
HOMO-LUMO gap = 0.37656 hartree

natural (NBO) atomic charge list, values in e, 2 entries: number 1, C, carries -0.073; number 2, C, carries -0.096

---

Verdict on stability: #x comes out on top.

---

#w
Here is an isolated ion of composition C9H17N2OS and charge +1 from the Open Molecules 2025 dataset. Energies are from wB97M-V/def2-TZVPD.

Atoms and positions in Å:
C  2.55131  -0.52069  -0.30278
C  -1.62180  -0.09749  -1.06696
C  1.49704  0.68074  1.26782
C  -2.27675  -1.32796  -0.45166
C  -0.44084  -1.94666  1.40487
C  0.47033  0.05789  0.34969
C  -0.74618  0.80210  -0.15885
C  -1.56960  1.34712  1.01036
C  -0.28171  1.99347  -1.02296
N  1.27275  -0.60184  -0.61611
N  3.55968  -1.07230  -0.95705
O  2.76714  0.20612  0.76702
S  -1.08170  -2.64945  -0.01426
H  -1.04736  -0.40057  -1.94531
H  -2.43497  0.53195  -1.43344
H  1.50742  1.77718  1.23485
H  1.41851  0.37401  2.31452
H  -2.83851  -1.08503  0.44623
H  -2.95105  -1.77964  -1.17760
H  0.43005  -2.42355  1.81585
H  -1.10670  -1.45138  2.08636
H  -0.99059  2.06029  1.58860
H  -1.89065  0.56072  1.68397
H  -2.45016  1.85861  0.63090
H  0.35912  1.66507  -1.83819
H  0.25632  2.72743  -0.42841
H  -1.14822  2.48620  -1.45493
H  0.87164  -1.18487  -1.33671
H  3.41574  -1.62892  -1.78270
H  4.49973  -0.95854  -0.61311

E_HOMO (alpha / beta) = -10.78 / -10.87 eV
Charge = +1
HOMO-LUMO gap (alpha / beta) = 0.27563 / 0.28141 hartree

natural (NBO) atomic charge list, values in e, 2 entries: number 1, C, carries 0.797; number 2, C, carries -0.409

---

#x
Here is a 3-piece molecular cluster, C9H17N2OS overall from the Open Molecules 2025 dataset. Energies are from wB97M-V/def2-TZVPD.

Atoms and positions in Å:
C  -1.79712  -1.20515  1.01692
C  -2.47336  -2.19278  1.61288
C  0.03650  -2.55095  1.83364
C  -0.28566  -1.26230  1.06678
C  -3.14050  -0.03324  -3.24863
C  1.70437  0.47247  -1.35326
C  3.00986  2.16519  2.23391
C  -1.87347  -0.66888  -2.84534
C  0.43373  -0.37715  0.54615
N  1.16492  0.50021  -0.03073
N  1.89693  2.77333  1.42156
O  -1.28984  -0.46980  -1.83355
S  -1.48706  -3.23312  2.49492
H  -2.26552  -0.57217  0.33788
H  -3.55926  -2.40404  1.57765
H  0.69252  -2.63585  2.68400
H  -2.93071  0.65399  -4.02945
H  -3.68616  -0.78268  -3.64328
H  -3.61887  0.59502  -2.47032
H  2.83603  0.30395  -1.42300
H  1.15526  -0.16137  -2.03603
H  1.59876  1.48920  -1.84980
H  3.96225  1.95554  1.50685
H  3.42055  2.82256  2.96999
H  2.65189  1.23600  2.54068
H  0.48423  -3.19616  1.13109
H  -1.41380  -1.40694  -3.63610
H  1.31002  1.54605  0.35099
H  1.17182  3.00628  2.07721
H  2.29169  3.63277  0.99639

E_HOMO = -11.24 eV
Charge = +1
HOMO-LUMO gap = 0.29416 hartree

natural (NBO) atomic charge list, values in e, 2 entries: number 1, C, carries -0.249; number 2, C, carries -0.328

---

Verdict on stability: #w comes out on top.

---

#w
Here is a 9-piece molecular cluster, C4H26O9 overall from the Open Molecules 2025 dataset. Energies are from wB97M-V/def2-TZVPD.

Atoms and positions in Å:
C  -6.71395  16.02325  1.65006
C  -6.19448  17.24806  0.88445
O  -4.94324  17.71307  1.37635
H  -6.89148  15.21607  0.93732
H  -7.71401  16.28348  2.00554
H  -6.02649  15.79396  2.45422
H  -6.91214  18.08031  0.94173
H  -6.10958  17.08818  -0.19653
H  -5.06389  18.52128  1.89811
C  -7.85689  16.37574  5.00573
C  -8.40532  17.76674  4.63832
O  -9.83770  17.67694  4.57666
H  -6.76630  16.42315  4.97982
H  -8.32937  15.60746  4.40143
H  -8.10151  16.12407  6.04030
H  -7.98543  18.13836  3.70356
H  -8.20620  18.48315  5.43540
H  -10.12778  17.67010  3.65640
O  -8.60566  19.62083  -0.80532
H  -8.65845  18.65957  -0.74627
H  -9.41369  19.88237  -1.26825
O  -8.45626  20.06541  2.55942
H  -8.97294  19.69474  1.83556
H  -9.00355  19.94394  3.36213
O  -5.71044  19.78276  3.18697
H  -5.68263  19.18239  3.94089
H  -6.63789  20.06954  3.15094
O  -9.70335  19.99991  5.09415
H  -9.98359  19.13807  5.43664
H  -9.71362  20.58956  5.85609
O  -8.44531  22.53449  -0.05007
H  -7.54105  22.72147  0.22421
H  -8.46443  21.58102  -0.20112
O  -10.35308  17.53683  1.63287
H  -11.20798  17.08706  1.61446
H  -10.21691  17.83856  0.72894
O  -8.69859  22.82110  3.44402
H  -9.59313  23.08306  3.20565
H  -8.59478  21.92457  3.07232

SMILES string = CCO.CCO.O.O.O.O.O.O.O
E_HOMO = -9.81 eV
HOMO-LUMO gap = 0.34119 hartree

natural (NBO) atomic charge list, values in e, 2 entries: number 1, C, carries -0.650; number 2, C, carries -0.061

---

#x
Here is a 9-piece molecular cluster, C4H26O9 overall from the Open Molecules 2025 dataset. Energies are from wB97M-V/def2-TZVPD.

Atoms and positions in Å:
C  2.65754  -2.13851  -1.00274
O  1.28548  -2.02453  -0.65536
H  3.28205  -2.41836  -0.15434
H  2.83921  -2.88372  -1.77718
H  3.12604  -1.25760  -1.44162
H  1.09315  -1.18699  -0.22742
C  2.49930  1.88515  -1.25462
O  3.87663  1.99189  -1.55849
H  1.94258  2.77136  -1.55923
H  2.09824  1.03555  -1.80728
H  2.34613  1.80019  -0.17879
H  4.16258  1.12427  -1.26342
C  1.40650  -1.71964  3.12102
O  0.71021  -2.97100  3.12839
H  2.47679  -1.64551  2.92847
H  0.97438  -1.17612  2.28080
H  1.16877  -1.20943  4.05443
H  -0.10601  -2.84438  2.63916
C  -1.36495  3.56890  -0.58800
O  -1.40114  2.60527  -1.62833
H  -0.31913  3.79790  -0.38328
H  -1.81862  4.48510  -0.96599
H  -1.90187  3.32733  0.32930
H  -1.42147  3.11810  -2.43963
O  -2.57470  0.00466  1.44310
H  -3.21765  0.31042  2.08291
H  -2.99015  0.15617  0.59417
O  -0.17744  0.14139  0.01688
H  -0.82505  0.32625  0.69706
H  -0.20356  0.90901  -0.55435
O  -1.19201  -2.08663  -2.31835
H  -1.63751  -2.39049  -1.52752
H  -0.31497  -1.84389  -2.02151
O  -1.60416  -2.44339  1.98999
H  -1.87525  -1.53384  1.86567
H  -2.16764  -2.94449  1.40040
O  -3.58168  0.75556  -0.95028
H  -2.87222  1.37295  -1.12841
H  -4.37838  1.23110  -1.18558

SMILES string = CO.CO.CO.CO.O.O.O.O.O
E_HOMO = -9.18 eV
HOMO-LUMO gap = 0.33268 hartree

natural (NBO) atomic charge list, values in e, 2 entries: number 1, C, carries -0.248; number 2, O, carries -0.754

---

Verdict on stability: #w comes out on top.

---

#w
Here is a 2-piece molecular cluster, C5H9O3 overall from the Open Molecules 2025 dataset. Energies are from wB97M-V/def2-TZVPD.

Atoms and positions in Å:
O  0.82494  -1.17342  2.49634
C  0.19030  -0.83744  1.46029
O  -1.07707  -0.65716  1.33902
C  0.89927  -0.65763  0.07904
C  0.15328  0.42039  -0.80564
C  0.04233  0.24859  -2.38759
C  0.10236  1.33097  -3.18154
H  0.78047  -1.64728  -0.30564
H  1.97686  -0.45414  0.11051
H  0.56994  1.37893  -0.53992
H  -0.89466  0.39948  -0.41500
H  -0.12119  -0.78765  -2.76680
H  0.11360  2.35704  -2.94268
H  -0.14427  1.24810  -4.21323
H  -0.40360  -0.37474  3.81427
H  -1.81297  -0.50320  3.80898
O  -1.19960  -0.29085  4.44959

E_HOMO = -4.73 eV
Charge = -1
HOMO-LUMO gap = 0.30632 hartree

natural (NBO) atomic charge list, values in e, 2 entries: number 1, O, carries -0.775; number 2, C, carries 0.770

---

#x
Here is a 2-piece molecular cluster, C5H9O3 overall from the Open Molecules 2025 dataset. Energies are from wB97M-V/def2-TZVPD.

Atoms and positions in Å:
O  2.88955  2.31992  -1.96258
C  2.05087  1.63996  -1.39417
C  1.04877  2.24251  -0.43667
C  1.95451  0.14684  -1.60718
H  1.20753  3.33038  -0.34759
H  1.15376  1.78861  0.56310
H  0.02162  2.06524  -0.79742
H  2.10629  -0.38556  -0.65318
H  0.96076  -0.11981  -2.00465
H  2.72212  -0.19001  -2.32406
O  -0.57270  -1.24115  1.73547
O  -2.01636  -0.90340  0.00954
C  -1.67151  -1.37091  1.12939
C  -2.75977  -2.18700  1.87995
H  -3.34791  -1.49602  2.50704
H  -3.44209  -2.68691  1.17203
H  -2.30548  -2.95276  2.53098

E_HOMO = -4.11 eV
Charge = -1
HOMO-LUMO gap = 0.28320 hartree

natural (NBO) atomic charge list, values in e, 2 entries: number 1, O, carries -0.582; number 2, C, carries 0.604

---

Verdict on stability: #x comes out on top.

---

#w
Here is an isolated ion of composition C2H4N3S and charge +1 from the Open Molecules 2025 dataset. Energies are from wB97M-V/def2-TZVPD.

Atoms and positions in Å:
N  -0.68499  1.96102  -0.51462
S  0.22430  0.60823  -0.72717
N  2.02010  -0.61396  -0.53966
N  1.52683  -1.49305  -0.00506
C  0.35247  -1.66348  0.59450
C  -0.48622  -0.63061  0.26413
H  -0.85457  2.32095  0.41680
H  -0.77481  2.61957  -1.27337
H  0.17902  -2.54799  1.17729
H  -1.50211  -0.56068  0.60716

SMILES string = NS1#[N+]N=CC=1
E_HOMO = -14.25 eV
Charge = +1
HOMO-LUMO gap = 0.29965 hartree

natural (NBO) atomic charge list, values in e, 2 entries: number 1, N, carries -0.978; number 2, S, carries 0.802

---

#x
Here is an isolated ion of composition C2H4N3S and charge +1 from the Open Molecules 2025 dataset. Energies are from wB97M-V/def2-TZVPD.

Atoms and positions in Å:
C  -0.44344  -0.35746  0.45864
C  0.62819  1.05044  -1.22351
N  -1.67282  -0.17757  0.57105
N  0.43626  0.95184  0.01219
N  0.38732  -1.38642  0.55086
S  0.95687  1.09482  -2.69892
H  -1.94757  0.64026  0.16528
H  0.30505  1.73051  0.60037
H  0.01405  -2.28882  0.84770
H  1.33609  -1.25760  0.71635

E_HOMO = -14.92 eV
Charge = +1
HOMO-LUMO gap = 0.33082 hartree

natural (NBO) atomic charge list, values in e, 2 entries: number 1, C, carries 0.617; number 2, C, carries 0.192

---

Verdict on stability: #x comes out on top.

---

#w
Here is a 2-piece molecular cluster, C2H6ClPS2 overall from the Open Molecules 2025 dataset. Energies are from wB97M-V/def2-TZVPD.

Atoms and positions in Å:
C  -1.36149  -0.94019  -1.58776
C  1.63473  1.63055  1.12384
P  -0.69728  -0.81772  0.16592
S  1.22331  -1.31603  0.33996
S  0.28486  2.56376  1.66986
Cl  -1.76336  -2.51099  0.74653
H  -2.46293  -0.95388  -1.36105
H  -1.43598  -0.11316  -2.30047
H  -1.04659  -1.93062  -2.01951
H  2.42849  1.97601  1.81264
H  1.76274  1.88142  0.11595
H  1.43351  0.53084  1.29410

E_HOMO (alpha / beta) = -8.28 / -8.34 eV
HOMO-LUMO gap (alpha / beta) = 0.17824 / 0.18120 hartree

natural (NBO) atomic charge list, values in e, 2 entries: number 1, C, carries -0.957; number 2, C, carries -0.809

---

#x
Here is C2H6ClPS2 as an isolated structure from the Open Molecules 2025 dataset. Energies are from wB97M-V/def2-TZVPD.

Atoms and positions in Å:
C  -2.25851  -0.20590  0.26539
C  -0.90714  -0.21844  -0.42292
P  2.56559  -0.17886  0.74365
S  3.65259  1.10805  -0.53427
S  2.33062  -1.86029  -0.17584
Cl  0.15647  1.02615  0.26764
H  -2.75865  0.74179  0.09922
H  -2.86543  -1.00757  -0.13444
H  -0.38245  -1.16997  -0.29272
H  -0.99698  0.00041  -1.48767
H  3.61016  2.11089  0.33711
H  -2.14629  -0.34627  1.33485

E_HOMO = -8.57 eV
HOMO-LUMO gap = 0.29491 hartree

natural (NBO) atomic charge list, values in e, 2 entries: number 1, C, carries -0.620; number 2, C, carries -0.366

---

Verdict on stability: #x comes out on top.